(1)
18
Properties=species:S:1:pos:R:3:forces:R:3:lowdin_charge:R:1 method="wB97M-V/def2-TZVPD" relative_energy_kj_mol=651.6 total_energy_ev=-11399.8698 gap_ha="0.3150 / 0.2953" fmax_ev_per_a=5.011 spin_multiplicity=1 lumo_ev="-0.783 / -0.956"
C 1.6068 1.7882 -2.7385 0.6 0.2 -0.4 -0.208
C 1.5617 2.9892 -0.6093 -0.7 1.0 -0.1 -0.210
C 0.7801 0.7357 -0.7229 0.8 0.4 0.3 0.071
C 0.2246 -0.8022 0.6570 -0.2 3.2 -3.8 -0.024
C 1.2611 1.8555 -1.3879 -1.4 -3.7 2.9 -0.264
C 0.3904 -0.6301 -0.8932 -0.9 -1.3 -0.4 -0.190
C -1.7979 -1.8925 1.5195 -0.1 0.7 1.7 -0.095
C -0.9848 -0.5636 1.3853 -1.1 0.2 2.1 -0.302
N 2.1124 1.7723 -3.7630 0.0 -0.1 -1.1 0.177
N 1.5553 3.9748 -0.0256 0.5 0.4 0.4 0.167
H -0.5800 -0.6799 -1.4628 0.8 -0.3 0.6 0.144
H 1.1064 -0.8099 1.1623 2.6 -0.6 1.3 0.074
H 1.1106 -1.3959 -1.2524 -0.3 0.8 -0.3 0.129
H -2.5445 -1.6159 2.3536 1.1 -1.1 -1.0 0.090
H -1.0122 -2.6947 1.8680 -2.2 1.0 -0.9 0.112
H -2.4431 -2.0542 0.6195 1.1 -0.5 0.6 0.078
H -0.7825 -0.1349 2.4476 -0.2 -0.7 -1.9 0.147
H -1.5644 0.1583 0.8428 -0.5 0.4 -0.1 0.104


(2)
21
Properties=species:S:1:pos:R:3:forces:R:3:lowdin_charge:R:1 method="wB97M-V/def2-TZVPD" relative_energy_kj_mol=67.5 total_energy_ev=-12918.3456 gap_ha=0.3253 fmax_ev_per_a=2.717 spin_multiplicity=1 lumo_ev=0.606
C -3.4354 -1.4751 0.4390 -1.0 0.4 -0.8 -0.057
C -2.5035 -0.6844 -0.4091 0.8 0.1 -0.8 -0.366
C -1.2257 -0.2407 -0.1228 -1.5 -1.1 0.5 -0.085
N -0.8913 0.5877 -1.1443 1.0 0.5 -0.9 0.041
C -1.8916 0.5551 -2.0578 -0.9 -0.1 1.0 -0.203
N -2.8952 -0.1880 -1.6350 0.2 0.1 0.1 0.082
H -3.8836 -0.7454 1.1202 0.3 -0.6 0.8 0.078
H -3.0448 -2.4043 0.8424 0.2 0.3 0.5 0.071
H -4.3139 -1.7578 -0.1489 0.3 -0.1 -0.3 0.071
H -0.6131 -0.6975 0.6341 0.5 0.8 0.1 0.109
H -0.1169 1.2407 -1.1864 0.0 -0.5 0.1 0.146
H -1.9311 1.1686 -2.9335 0.2 0.1 -0.3 0.108
C 2.7028 0.0817 2.4143 0.3 -1.4 1.1 -0.020
C 2.8488 0.4188 0.9714 0.2 2.7 -0.4 -0.599
N 3.7902 -0.2572 0.2745 0.7 -1.6 -0.2 0.151
O 2.3494 1.4383 0.5062 -0.4 -0.7 -0.1 0.014
H 3.5131 0.4955 3.0229 0.2 0.1 -0.5 0.092
H 2.7952 -1.0004 2.5434 -0.1 0.0 0.1 0.076
H 1.8132 0.4003 2.9477 -0.4 0.2 -0.7 0.084
H 4.0371 -0.1023 -0.6907 -0.6 0.7 0.1 0.111
H 4.1263 -1.1552 0.5798 -0.1 0.1 0.4 0.097


(3)
13
Properties=species:S:1:pos:R:3:forces:R:3:lowdin_charge:R:1 method="wB97M-V/def2-TZVPD" relative_energy_kj_mol=142.5 total_energy_ev=-21952.1605 gap_ha=0.2958 fmax_ev_per_a=3.138 spin_multiplicity=1 lumo_ev=-0.821
C 0.9277 -0.2246 -1.7110 2.5 1.7 0.8 -0.137
C -0.4474 1.6006 0.7183 0.1 1.1 -2.6 -0.200
C -0.8232 -1.3729 0.5529 -0.2 0.5 1.3 -0.220
Si 0.3123 0.0124 0.0628 1.0 0.7 -1.4 0.055
S 2.4279 -0.1638 0.3035 -1.9 -0.7 -1.5 0.322
H 0.9078 -1.0797 -2.3776 0.0 -0.7 0.7 -0.001
H 1.6720 0.4885 -2.1948 -1.5 -0.4 0.7 0.005
H 0.1514 2.3635 1.1791 0.8 -0.1 0.4 0.021
H -1.0889 2.2232 0.0119 0.5 -1.3 0.7 0.064
H -1.0256 1.0934 1.4168 -1.6 -0.1 1.7 -0.034
H -0.1983 -2.2619 0.5201 0.1 -0.2 0.8 0.020
H -1.1563 -1.0204 1.6222 0.4 -1.4 -1.9 0.069
H -1.6594 -1.6582 -0.1042 0.0 0.8 0.3 0.037


(4)
6
Properties=species:S:1:pos:R:3:forces:R:3:lowdin_charge:R:1 method="wB97M-V/def2-TZVPD" relative_energy_kj_mol=91.2 total_energy_ev=-4622.4755 gap_ha=0.3922 fmax_ev_per_a=5.174 spin_multiplicity=1 lumo_ev=0.829
N 0.7449 0.0102 0.0144 2.3 -2.2 1.2 0.049
C -0.6045 0.1436 -0.2147 -1.8 -4.7 1.0 -0.505
O -1.3294 1.0642 -0.3360 0.2 2.9 -0.2 0.030
H 1.3056 0.7005 0.5845 -1.3 -0.8 -1.3 0.116
H 1.1691 -1.0334 0.1295 -1.9 3.6 -0.4 0.159
H -1.2858 -0.8852 -0.1778 2.5 1.3 -0.4 0.152


(5)
9
Properties=species:S:1:pos:R:3:forces:R:3:lowdin_charge:R:1 method="wB97M-V/def2-TZVPD" relative_energy_kj_mol=477.5 total_energy_ev=-10213.2406 gap_ha=0.3373 fmax_ev_per_a=0.987 spin_multiplicity=1 lumo_ev=-1.204
O 1.9379 -0.3504 -0.6344 -0.3 0.0 0.7 0.095
C 1.4216 -0.1402 0.4184 0.5 0.1 -0.7 -0.355
C 0.0065 -1.0331 0.7273 -0.8 0.1 -0.6 0.137
N -0.9596 -1.0760 0.0070 0.7 0.1 0.5 0.116
C -1.4122 0.0794 -0.6478 0.0 0.3 -0.1 -0.149
N -0.7639 1.1621 -0.3921 -0.4 -0.2 0.0 0.027
O 0.1683 1.0794 0.5074 -0.1 -0.1 -0.1 -0.120
H 1.8440 0.2137 1.3510 0.3 -0.3 0.2 0.132
H -2.2426 0.0651 -1.3369 0.1 -0.1 0.1 0.117


(6)
17
Properties=species:S:1:pos:R:3:forces:R:3:mulliken_spin:R:1 method="wB97M-V/def2-TZVPD" relative_energy_kj_mol=300.2 total_energy_ev=-9322.8359 gap_ha="0.1241 / 0.2844" fmax_ev_per_a=4.144 spin_multiplicity=2 lumo_ev="0.229 / 0.223"
C 0.7596 -0.4514 -0.2120 0.9 -0.4 -3.1 0.389
C 1.1296 0.5109 -1.1325 -0.7 -2.6 2.7 0.979
N 1.9233 0.2607 -2.2820 -1.4 -0.4 -1.1 1.352
N -0.2243 -0.1818 0.6400 -1.6 -0.7 3.2 -0.013
H 1.1019 -1.5607 -0.3243 -0.6 2.2 0.4 -0.035
H 0.7540 1.4807 -1.0252 -0.4 1.2 0.0 0.071
H 1.4480 0.8150 -3.1285 0.6 -0.7 0.3 -0.670
H 2.8132 0.6774 -2.1330 1.8 0.2 -0.4 -0.728
H 1.9513 -0.7861 -2.4761 0.4 0.8 -0.2 -0.339
H -0.4785 0.7632 0.9246 0.4 -0.3 -0.6 -0.006
H -0.6270 -0.8879 1.3245 1.2 1.2 -1.7 0.000
H -2.0671 2.2850 0.4775 1.7 -0.4 2.9 0.001
H -2.2613 2.4192 2.0052 -0.6 0.3 0.9 0.000
O -1.5771 2.1698 1.4037 -1.3 0.5 -3.7 -0.003
H -1.0833 -2.7472 2.5629 -0.1 0.0 -0.1 0.000
H -2.2081 -2.4954 1.6048 -3.9 -1.0 -0.8 0.000
O -1.3541 -2.2714 1.7703 3.6 0.2 1.4 0.001